No. 1
A cluster of 8 separate species, H16O8 in total in a non-equilibrium geometry, computed with ωB97M-V with the def2-TZVPD basis set.

XYZ file:
```
24
H16O8 ωB97M-V with the def2-TZVPD basis set
H -0.61 1.00 0.06
H 0.56 -0.04 0.12
H 2.17 -4.43 -2.15
H 1.90 -4.31 -0.73
H 0.43 -2.52 -3.63
H -0.48 -1.18 -3.74
H -2.39 4.50 1.28
H -2.04 5.09 2.69
H -1.58 -1.46 2.86
H -1.16 -1.00 1.47
H -1.49 -3.60 2.75
H -0.14 -2.92 2.71
H -0.70 2.66 -2.29
H -0.32 2.25 -0.99
H 3.42 2.59 -0.66
H 1.91 3.22 -0.67
O 0.30 0.80 0.34
O 2.12 -3.74 -1.45
O 0.35 -1.63 -3.32
O -2.68 4.60 2.13
O -1.27 -1.76 2.07
O -0.76 -3.30 3.34
O -0.29 1.92 -1.90
O 2.76 3.27 -0.28
```

Results
- E_tot (hartree) = -611.39920
- spin multiplicity = 1
- M (g mol⁻¹) = 144.12
- structure (SMILES) = O.O.O.O.O.O.O.O
- E_LUMO (eV) = -0.0429



No. 2
A structure of composition C4H6AgF5NO11S3 in a non-equilibrium geometry, computed with ωB97M-V with the def2-TZVPD basis set.

XYZ file:
```
31
C4H6AgF5NO11S3 ωB97M-V with the def2-TZVPD basis set
Ag 0.40 -1.07 0.11
N 1.45 2.86 1.78
S 0.27 3.38 2.71
O -0.64 2.38 3.19
O -0.25 4.68 2.42
F 1.19 3.66 4.02
S 0.68 2.48 0.37
O -0.01 3.55 -0.28
O -0.03 1.24 0.42
F 1.94 2.30 -0.48
C -0.24 -0.60 -4.84
F -0.74 0.66 -4.72
F -1.31 -1.43 -4.90
F 0.37 -0.65 -6.04
S 0.95 -0.98 -3.44
O 1.85 0.14 -3.44
O 0.02 -1.05 -2.31
O 1.51 -2.22 -3.91
C 3.11 -1.79 -0.15
O 2.72 -0.62 0.26
O 4.26 -1.92 -0.72
O 2.28 -2.80 -0.15
C -1.97 -0.47 2.67
C -2.55 -1.77 2.14
O -1.67 -2.31 1.16
H -2.78 0.04 3.21
H -1.56 0.21 1.93
H -1.18 -0.68 3.39
H -3.52 -1.58 1.66
H -2.60 -2.46 2.99
H -1.97 -3.19 0.96
```

Results
- E_tot (hartree) = -2879.22021
- total charge = -3
- spin multiplicity = 1
- M (g mol⁻¹) = 543.15
- E_LUMO (eV) = 6.5044



No. 3
A cluster of 3 separate species, C4H16NO3 in total in a non-equilibrium geometry, computed with ωB97M-V with the def2-TZVPD basis set.

XYZ file:
```
24
C4H16NO3 ωB97M-V with the def2-TZVPD basis set
C -1.89 -1.49 1.09
C -0.92 -0.32 1.04
C -1.19 0.67 -0.18
C -1.30 0.12 -1.67
O -0.04 1.42 -0.38
N 0.53 -0.56 0.99
H -1.77 -2.20 1.87
H -2.85 -0.87 1.35
H -2.04 -2.01 0.14
H -1.08 0.24 1.93
H -2.10 1.31 0.22
H -0.87 -0.86 -1.87
H -2.36 -0.12 -1.79
H -0.97 1.04 -2.42
H 0.04 2.24 0.26
H 0.67 -1.41 0.56
H 1.03 0.28 0.57
H 0.97 -0.45 1.97
H 2.54 2.76 1.71
H 2.64 2.22 0.20
O 2.16 2.05 1.04
H 2.23 -2.80 -1.82
H 1.15 -2.09 -2.49
O 1.74 -1.88 -1.79
```

Results
- E_tot (hartree) = -442.17916
- total charge = +1
- spin multiplicity = 1
- M (g mol⁻¹) = 126.18
- E_LUMO (eV) = -3.0238



No. 4
A cluster of 2 separate species, C4H4BrNO in total in a non-equilibrium geometry, computed with ωB97M-V with the def2-TZVPD basis set.

XYZ file:
```
11
C4H4BrNO ωB97M-V with the def2-TZVPD basis set
C -0.06 1.33 -1.08
C 1.43 -0.09 -1.70
C -0.39 0.07 -0.49
C -1.40 -0.38 0.40
N 1.12 1.15 -1.72
O 0.56 -0.80 -0.93
Br -2.97 0.44 0.70
H -0.69 2.24 -1.20
H 2.42 -0.56 -1.86
H 0.29 0.40 2.31
H -1.17 -1.36 0.71
```

Results
- E_tot (hartree) = -2858.64671
- spin multiplicity = 3
- M (g mol⁻¹) = 161.99
- ⟨S²⟩ = 2.04
- E_LUMO (alpha / beta) (eV) = 0.7926 / -1.2129



No. 5
A structure of composition CH3O4P in a non-equilibrium geometry, computed with ωB97M-V with the def2-TZVPD basis set.

XYZ file:
```
9
CH3O4P ωB97M-V with the def2-TZVPD basis set
C -0.60 -2.01 -0.21
O -0.46 -2.88 0.53
O 0.06 1.89 1.23
O 0.98 0.95 -0.95
O -0.52 -0.31 0.55
P -0.46 1.13 -0.11
H -0.77 -1.77 -1.24
H 0.64 1.32 1.74
H 1.14 1.69 -1.54
```

Results
- E_tot (hartree) = -682.23140
- spin multiplicity = 1
- M (g mol⁻¹) = 110.00
- E_LUMO (eV) = -0.0727



No. 6
A cluster of 2 separate species, C7H14O2Si in total in a non-equilibrium geometry, computed with ωB97M-V with the def2-TZVPD basis set.

XYZ file:
```
24
C7H14O2Si ωB97M-V with the def2-TZVPD basis set
C 1.52 -0.07 -0.27
C 1.16 1.18 -0.47
C 1.33 -2.57 -0.51
C 1.52 3.84 -0.35
C -4.06 -1.16 1.58
C 2.24 -1.37 -0.18
C 0.88 2.55 -1.03
O 0.64 0.47 0.78
O -2.37 -0.96 -0.76
Si -2.72 -1.65 0.50
H 0.80 -2.31 -1.45
H 0.73 -2.99 0.30
H 1.90 -3.49 -0.80
H 2.62 3.66 -0.01
H 1.03 4.16 0.57
H 1.36 4.63 -1.09
H -4.57 -0.20 1.22
H -4.73 -1.97 1.62
H -3.91 -0.94 2.64
H 2.58 -1.39 0.81
H 3.10 -1.43 -0.86
H -0.18 2.56 -1.09
H 1.25 2.48 -2.04
H -2.14 -3.03 0.89
```

Results
- E_tot (hartree) = -714.92490
- spin multiplicity = 1
- M (g mol⁻¹) = 158.27
- structure (SMILES) = CCC1=C(CC)O1.C[SiH]=O
- E_LUMO (eV) = 0.6243



No. 7
The molecule C19H24N2O5S, computed with ωB97M-V with the def2-TZVPD basis set.

XYZ file:
```
51
C19H24N2O5S ωB97M-V with the def2-TZVPD basis set
C -3.98 -1.83 0.04
H -4.60 -0.93 0.02
H -3.92 -2.25 -0.96
H -4.39 -2.55 0.74
O -2.68 -1.50 0.51
C -1.94 -0.78 -0.32
O -2.29 -0.41 -1.41
C -0.62 -0.31 0.31
N 0.29 0.08 -0.74
H -0.23 0.22 -1.61
C 1.01 1.27 -0.32
C 2.28 0.85 0.37
C 2.50 0.93 1.74
C 3.68 0.48 2.31
C 4.66 -0.07 1.50
C 4.47 -0.16 0.14
C 3.29 0.29 -0.44
O 3.01 0.25 -1.77
C 3.96 -0.33 -2.64
H 4.15 -1.38 -2.39
H 3.51 -0.27 -3.63
H 4.90 0.22 -2.63
H 5.25 -0.59 -0.48
H 5.58 -0.42 1.93
H 3.83 0.56 3.37
H 1.75 1.36 2.38
H 1.29 1.86 -1.20
C 0.01 2.05 0.55
C -0.89 2.91 -0.32
O -0.55 3.78 -1.08
N -2.19 2.53 -0.09
C -2.32 1.51 0.82
O -3.38 1.12 1.26
C -0.93 1.00 1.14
H -0.83 0.80 2.21
C -3.32 3.14 -0.75
H -4.11 3.31 -0.03
H -3.69 2.47 -1.54
H -2.99 4.08 -1.19
H 0.50 2.69 1.29
C 0.00 -1.40 1.20
C 0.64 -2.49 0.34
H 1.38 -2.04 -0.32
H 1.12 -3.24 0.97
S -0.52 -3.34 -0.76
C -1.36 -4.41 0.44
H -2.05 -5.04 -0.12
H -1.91 -3.81 1.16
H -0.62 -5.04 0.94
H 0.79 -0.96 1.81
H -0.76 -1.81 1.85
```

Results
- E_tot (hartree) = -1622.36433
- spin multiplicity = 1
- M (g mol⁻¹) = 392.48
- structure (SMILES) = COC(=O)[C@@]1(CCSC)N[C@H](c2ccccc2OC)[C@H]2C(=O)N(C)C(=O)[C@H]21
- E_LUMO (eV) = 0.6923



No. 8
A structure of composition C13H11CoO5P in a non-equilibrium geometry, computed with ωB97M-V with the def2-TZVPD basis set.

XYZ file:
```
31
C13H11CoO5P ωB97M-V with the def2-TZVPD basis set
O 2.93 -4.51 1.62
C 1.97 -3.86 1.58
Co -2.05 -1.35 -0.01
O -2.55 -4.19 0.29
C -2.32 -3.07 0.25
C -3.40 -0.47 -0.87
O -4.14 0.07 -1.57
C -1.28 -1.67 -1.70
O -0.74 -1.86 -2.71
C -2.84 -1.33 2.11
O -3.07 -1.45 3.23
C 0.42 0.03 2.03
P -0.51 0.11 0.47
C -1.68 1.44 0.85
C 0.87 0.95 -0.51
C 1.35 2.24 -0.28
C 2.33 2.79 -1.11
C 2.94 1.99 -2.07
C 2.53 0.68 -2.26
C 1.52 0.15 -1.44
H 1.29 -0.63 1.90
H 0.74 1.05 2.27
H -0.23 -0.34 2.83
H -1.17 2.16 1.45
H -2.02 1.88 -0.08
H -2.49 1.02 1.44
H 0.96 2.83 0.54
H 2.64 3.80 -1.00
H 3.76 2.38 -2.67
H 2.97 0.06 -3.02
H 1.27 -0.91 -1.53
```

Results
- E_tot (hartree) = -2600.99963
- total charge = +3
- spin multiplicity = 5
- M (g mol⁻¹) = 337.13
- ⟨S²⟩ = 6.04
- E_LUMO (alpha / beta) (eV) = -11.3503 / -14.8113



No. 9
A cluster of 10 separate species, C28H80ClN6O13 in total in a non-equilibrium geometry, computed with ωB97M-V with the def2-TZVPD basis set.

XYZ file:
```
128
C28H80ClN6O13 ωB97M-V with the def2-TZVPD basis set
Cl 9.71 -3.95 -4.67
O 8.58 -3.88 -5.56
O 10.88 -3.90 -5.51
O 9.68 -2.75 -3.79
O 9.63 -5.18 -3.94
O 9.58 -6.69 -7.18
H 9.58 -7.65 -7.13
H 9.58 -6.41 -6.27
C 7.01 -4.63 -8.73
C 8.22 -4.35 -9.69
C 8.04 -3.08 -10.62
O 9.25 -2.88 -11.34
C 9.05 -1.79 -12.26
N 9.38 -4.07 -8.80
H 7.26 -5.30 -7.91
H 6.26 -5.19 -9.28
H 6.49 -3.75 -8.35
H 8.47 -5.24 -10.28
H 7.90 -2.14 -10.08
H 7.16 -3.31 -11.22
H 8.95 -0.85 -11.72
H 8.18 -1.84 -12.91
H 9.96 -1.72 -12.86
H 9.40 -4.89 -8.21
H 9.03 -3.46 -8.08
C 10.65 -4.68 -0.21
C 9.92 -3.58 0.54
C 10.03 -2.17 -0.03
O 11.38 -1.66 -0.21
C 12.26 -1.54 0.90
N 8.57 -3.99 0.79
H 11.69 -4.37 -0.23
H 10.16 -4.77 -1.18
H 10.61 -5.63 0.32
H 10.43 -3.60 1.51
H 9.47 -1.39 0.49
H 9.56 -2.28 -1.01
H 11.67 -1.13 1.72
H 13.02 -0.82 0.60
H 12.79 -2.44 1.23
H 8.02 -3.33 1.30
H 8.05 -4.24 -0.04
C 5.98 -2.45 -1.25
C 5.78 -3.65 -2.07
C 5.64 -3.23 -3.56
O 5.16 -4.26 -4.36
C 4.97 -3.89 -5.70
N 7.03 -4.44 -1.87
H 6.01 -2.67 -0.19
H 5.29 -1.61 -1.37
H 6.97 -2.01 -1.39
H 4.88 -4.20 -1.83
H 6.61 -2.83 -3.86
H 5.08 -2.29 -3.62
H 5.84 -3.37 -6.09
H 4.07 -3.28 -5.76
H 4.82 -4.79 -6.29
H 6.81 -5.35 -2.23
H 7.78 -4.05 -2.41
C 14.34 -5.12 -7.57
C 13.40 -4.88 -8.69
C 12.49 -6.07 -9.06
O 11.62 -5.80 -10.11
C 10.82 -6.91 -10.45
N 12.52 -3.74 -8.43
H 13.94 -5.82 -6.84
H 14.62 -4.12 -7.22
H 15.20 -5.59 -8.04
H 14.03 -4.67 -9.55
H 11.90 -6.39 -8.20
H 13.09 -6.95 -9.28
H 11.31 -7.86 -10.64
H 10.10 -6.75 -11.26
H 10.22 -7.16 -9.57
H 11.99 -4.01 -7.62
H 13.06 -3.07 -7.91
C 8.56 -7.64 -1.21
C 7.77 -8.93 -1.17
C 8.11 -9.82 0.10
O 9.46 -9.63 0.53
C 9.85 -10.60 1.52
N 6.34 -8.64 -1.28
H 8.57 -7.02 -0.31
H 8.36 -7.14 -2.16
H 9.56 -8.02 -1.39
H 8.04 -9.42 -2.10
H 7.87 -10.88 -0.07
H 7.47 -9.46 0.90
H 9.24 -10.49 2.42
H 10.91 -10.46 1.73
H 9.58 -11.59 1.15
H 6.07 -7.97 -0.57
H 6.28 -7.96 -2.03
C 14.35 -10.05 -5.93
C 13.17 -10.04 -4.91
C 12.56 -8.68 -4.51
O 13.50 -7.83 -3.98
C 13.01 -6.60 -3.56
N 12.16 -10.96 -5.48
H 15.18 -9.43 -5.58
H 13.98 -9.64 -6.87
H 14.69 -11.07 -6.14
H 13.48 -10.54 -3.99
H 11.72 -8.92 -3.86
H 12.26 -8.16 -5.42
H 12.31 -6.69 -2.73
H 12.70 -6.00 -4.41
H 13.83 -6.15 -3.01
H 11.36 -11.11 -4.89
H 12.56 -11.88 -5.61
C 8.44 0.47 -6.17
C 9.22 -0.45 -7.15
O 10.62 -0.54 -6.77
H 8.50 0.08 -5.15
H 7.40 0.60 -6.46
H 8.80 1.50 -6.27
H 9.22 -0.02 -8.15
H 8.76 -1.44 -7.24
H 10.67 -1.21 -6.09
C 14.50 -2.87 -3.88
C 13.33 -2.62 -2.95
O 13.63 -1.62 -2.07
H 15.04 -1.98 -4.19
H 14.07 -3.42 -4.73
H 15.21 -3.60 -3.49
H 13.03 -3.51 -2.39
H 12.41 -2.37 -3.46
H 12.85 -1.35 -1.57
```

Results
- E_tot (hartree) = -2881.04124
- spin multiplicity = 2
- M (g mol⁻¹) = 744.43
- ⟨S²⟩ = 0.76
- E_LUMO (alpha / beta) (eV) = -0.6514 / -5.8922



No. 10
The ion C7H9N2 with charge +1 in a non-equilibrium geometry, computed with ωB97M-V with the def2-TZVPD basis set.

XYZ file:
```
18
C7H9N2 ωB97M-V with the def2-TZVPD basis set
C 0.00 -0.73 -3.51
C -0.04 -0.70 -2.30
C 0.45 0.64 1.09
C 0.04 -0.56 -0.98
C -0.04 -0.71 1.33
C -0.43 -1.50 2.52
C 0.42 2.32 -0.83
N 0.50 1.02 -0.27
N -0.13 -1.31 0.11
H -0.21 -0.52 -4.56
H 0.61 1.41 1.94
H -0.83 -0.82 3.30
H -1.22 -2.21 2.19
H 0.43 -2.01 3.09
H 1.52 2.62 -1.21
H -0.24 2.33 -1.80
H -0.15 2.99 -0.15
H -0.68 -2.24 0.04
```

Results
- E_tot (hartree) = -381.22931
- total charge = +1
- spin multiplicity = 1
- M (g mol⁻¹) = 121.16
- structure (SMILES) = C#Cc1[nH+]c(C)cn1C
- E_LUMO (alpha / beta) (eV) = -4.9395 / -4.9422



No. 11
A structure of composition C39H67Br15N11O11 in a non-equilibrium geometry, computed with ωB97M-V with the def2-TZVPD basis set.

XYZ file:
```
143
C39H67Br15N11O11 ωB97M-V with the def2-TZVPD basis set
C -4.32 -4.91 -0.81
C -3.31 -4.31 -1.73
C -3.14 -2.82 -1.45
C -1.93 -2.14 -2.11
N -1.61 -0.71 -1.63
C -0.44 -0.24 -2.46
C 0.85 -0.30 -1.51
C 0.38 -0.98 -0.23
C -1.10 -0.69 -0.20
C -2.81 0.38 -1.71
C -3.56 0.52 -3.04
C -4.70 1.56 -3.16
H -5.31 -4.48 -0.94
H -3.79 -4.95 0.14
H -4.37 -5.98 -1.02
H -3.65 -4.50 -2.75
H -2.36 -4.82 -1.62
H -3.15 -2.81 -0.36
H -4.03 -2.29 -1.80
H -2.10 -2.12 -3.18
H -1.11 -2.84 -1.95
H -0.68 0.76 -2.83
H -0.20 -1.05 -3.15
H 1.23 0.70 -1.31
H 1.70 -0.73 -2.04
H 0.96 -0.74 0.67
H 0.53 -2.06 -0.26
H -1.31 0.27 0.28
H -1.65 -1.37 0.45
H -2.35 1.36 -1.60
H -3.36 0.28 -0.78
H -3.85 -0.43 -3.51
H -2.82 0.94 -3.72
H -4.35 2.49 -2.72
H -5.66 1.25 -2.77
H -4.71 1.77 -4.23
C 0.12 -12.45 -0.39
Br 1.01 -10.72 0.02
Br 0.03 -12.68 -2.39
Br -1.56 -12.73 0.63
H 0.78 -13.24 -0.02
C -10.92 -14.98 -2.16
Br -10.84 -13.13 -1.66
Br -9.21 -15.65 -2.96
Br -12.47 -15.19 -3.39
H -11.22 -15.59 -1.30
C 7.57 6.92 -0.67
Br 7.88 5.31 0.36
Br 6.56 6.28 -2.25
Br 9.15 7.90 -1.11
H 7.01 7.53 0.03
C -14.83 6.90 -3.73
Br -13.35 6.29 -4.92
Br -14.16 7.08 -1.87
Br -16.30 5.64 -3.85
H -15.14 7.88 -4.12
C 1.86 6.47 -9.72
Br 0.10 6.11 -8.94
Br 1.80 6.87 -11.65
Br 3.06 4.95 -9.31
H 2.23 7.37 -9.24
C 1.99 8.95 3.79
C 2.52 9.68 4.86
C 3.59 9.13 5.67
C 3.89 7.77 5.57
C 3.22 7.00 4.65
C 2.29 7.60 3.73
O 1.65 6.86 2.80
O 4.22 9.84 6.62
H 1.31 9.38 3.08
H 2.07 10.65 5.04
H 4.48 7.28 6.33
H 3.28 5.93 4.52
H 1.29 7.40 2.10
H 4.06 10.78 6.50
C 0.29 10.99 -2.87
C 1.43 11.86 -2.89
C 1.45 13.03 -2.13
C 0.20 13.42 -1.56
C -0.97 12.61 -1.69
C -0.92 11.45 -2.41
O -2.03 10.67 -2.59
O 2.58 13.83 -1.93
H 0.36 10.03 -3.36
H 2.32 11.60 -3.44
H 0.21 14.38 -1.09
H -1.92 12.91 -1.26
H -2.63 10.91 -1.89
H 2.44 14.38 -1.16
C 1.73 0.11 7.92
C 0.51 0.55 7.52
C -0.43 -0.37 7.10
C -0.18 -1.78 7.21
C 1.11 -2.15 7.56
C 2.03 -1.22 7.94
O 3.35 -1.58 8.18
O -1.61 0.07 6.48
H 2.52 0.80 8.16
H 0.17 1.56 7.41
H -0.92 -2.42 6.75
H 1.51 -3.15 7.48
H 3.52 -2.51 8.00
H -2.10 -0.67 6.12
C 7.74 -4.45 -0.62
O 7.76 -4.04 -1.76
N 8.30 -3.98 0.45
N 7.17 -5.52 -0.21
H 8.23 -4.37 1.37
H 8.81 -3.11 0.36
H 6.76 -5.99 -1.00
H 7.37 -5.92 0.70
C 10.68 1.85 -6.16
O 11.01 3.01 -6.37
N 10.33 1.46 -5.00
N 10.55 0.99 -7.12
H 9.93 0.55 -4.86
H 10.54 2.06 -4.22
H 10.04 0.13 -6.98
H 10.78 1.27 -8.06
C -0.94 -9.04 7.71
O -2.12 -9.02 7.72
N -0.17 -9.12 8.79
N -0.21 -8.90 6.70
H 0.83 -9.19 8.73
H -0.72 -9.28 9.62
H 0.80 -8.97 6.72
H -0.74 -8.70 5.86
C 4.16 -6.94 -6.65
O 3.57 -6.22 -5.89
N 5.44 -7.10 -6.74
N 3.52 -7.63 -7.47
H 5.74 -7.78 -7.41
H 5.95 -6.73 -5.95
H 3.94 -8.30 -8.10
H 2.52 -7.47 -7.56
C -8.19 -4.47 6.02
O -7.25 -3.82 5.49
N -8.20 -5.78 6.03
N -9.27 -4.00 6.68
H -7.44 -6.25 5.54
H -8.86 -6.33 6.56
H -9.84 -4.65 7.20
H -9.46 -3.01 6.72
```

Results
- E_tot (hartree) = -41566.06629
- total charge = +1
- spin multiplicity = 1
- M (g mol⁻¹) = 2064.59
- E_LUMO (eV) = -2.0512